1.
Density functional theory data (the ωB97M-V functional and the def2-TZVPD basis) for 12 unconnected molecules or ions with the total composition C42H114N18O18 at a distorted geometry.

Geometry as ORCA input:
```
! RIJCOSX wB97M-V def2-TZVPD def2/J DEFGRID3
* xyz 0 1
C 6.12020 -5.37814 12.20224
O 7.34637 -5.51103 12.89164
C 7.28784 -5.31807 14.29384
C 6.38154 -6.28927 14.99314
N 6.99086 -7.63120 15.03911
C 6.27910 -8.56116 15.90931
C 6.47451 -10.06293 15.57182
O 5.87326 -10.87307 16.61484
C 5.94279 -12.25775 16.47782
H 5.60999 -4.47060 12.52499
H 5.43255 -6.20751 12.36774
H 6.19529 -5.34053 11.11548
H 7.09150 -4.27532 14.54329
H 8.32965 -5.51866 14.54384
H 5.41747 -6.15892 14.50152
H 6.31851 -6.04246 16.05295
H 7.94556 -7.47230 15.32791
H 5.19462 -8.53457 15.80302
H 6.63093 -8.32528 16.91363
H 7.54004 -10.28794 15.52586
H 6.12200 -10.31111 14.57070
H 5.60761 -12.52706 15.47621
H 5.32247 -12.72652 17.24173
H 6.90959 -12.72109 16.67457
C 11.88745 -9.00070 8.55704
O 12.87988 -9.59175 7.65040
C 13.82522 -10.57391 8.21878
C 14.64420 -11.40852 7.19455
N 13.88754 -12.44457 6.49296
C 14.76827 -13.07210 5.57157
C 14.16554 -14.40700 5.03167
O 15.08780 -15.23600 4.35312
C 15.58786 -14.92208 3.03920
H 11.37684 -8.11874 8.17038
H 12.39420 -8.58316 9.42708
H 11.14421 -9.71286 8.91555
H 13.50813 -11.31515 8.95234
H 14.57769 -10.19199 8.90872
H 15.52025 -11.77717 7.72816
H 14.95160 -10.64810 6.47665
H 13.27768 -11.93520 5.86950
H 15.78768 -13.28787 5.89147
H 14.93921 -12.39669 4.73330
H 13.27013 -14.17441 4.45526
H 13.71653 -14.87650 5.90692
H 15.84572 -15.83917 2.50953
H 16.54185 -14.39852 3.10155
H 14.92246 -14.23538 2.51595
C 13.68951 -7.77361 16.16349
O 12.65706 -8.62867 15.61714
C 11.29937 -8.35292 16.20480
C 10.15111 -9.11206 15.48133
N 10.02052 -8.51054 14.10787
C 9.29833 -9.41936 13.21631
C 8.88027 -8.61519 11.99281
O 9.05912 -9.42030 10.84407
C 8.71630 -8.72870 9.70560
H 13.61343 -7.62975 17.24127
H 13.59760 -6.83335 15.61983
H 14.70797 -8.13220 16.01429
H 11.08996 -7.29246 16.06451
H 11.25837 -8.59530 17.26672
H 9.22751 -8.86965 16.00697
H 10.20743 -10.19870 15.41711
H 10.92524 -8.31385 13.70426
H 8.32322 -9.70372 13.61181
H 10.00052 -10.23085 13.02526
H 9.65247 -7.85452 11.87796
H 7.89191 -8.15563 11.98716
H 7.67274 -8.45342 9.85825
H 8.77046 -9.36789 8.82434
H 9.39081 -7.88180 9.57945
C 10.27398 -9.33869 5.39309
O 8.86162 -9.27558 5.55831
C 8.31042 -10.53769 5.90731
C 6.78850 -10.35409 5.91795
N 6.08677 -11.63305 6.15377
C 4.68565 -11.28207 6.46829
C 3.80926 -10.73254 5.31414
O 4.10424 -9.37537 5.36314
C 3.45760 -8.60382 4.33705
H 10.58767 -9.76350 6.34663
H 10.71362 -8.34801 5.27746
H 10.48465 -9.98159 4.53845
H 8.69375 -11.00977 6.81191
H 8.37649 -11.23521 5.07232
H 6.56805 -9.80624 5.00178
H 6.53446 -9.65080 6.71101
H 6.40569 -11.99822 7.03980
H 4.49590 -10.73712 7.39302
H 4.15439 -12.21477 6.65787
H 2.72844 -10.80387 5.43597
H 4.09362 -11.27849 4.41460
H 2.46683 -8.58697 4.79112
H 3.56279 -8.85120 3.28071
H 3.80900 -7.57820 4.44992
C 15.60897 -9.08560 18.96483
O 14.39508 -9.79643 18.93119
C 13.43513 -9.35723 19.89033
C 13.70215 -10.00674 21.27490
N 12.62814 -9.61703 22.17710
C 12.81710 -10.27097 23.51324
C 11.73336 -9.80182 24.50331
O 10.44582 -10.22338 24.09349
C 9.39751 -9.63848 24.89086
H 16.09301 -9.36521 18.02908
H 16.21707 -9.32179 19.83805
H 15.49022 -8.00233 18.98767
H 12.44705 -9.72158 19.60916
H 13.41987 -8.28163 20.06627
H 14.69797 -9.71001 21.60414
H 13.61168 -11.09281 21.29413
H 11.74023 -9.84597 21.75366
H 13.81848 -10.00602 23.85259
H 12.83069 -11.35842 23.44004
H 11.92313 -8.73236 24.59471
H 11.80933 -10.22105 25.50659
H 9.64258 -8.59604 25.09424
H 9.12452 -10.21266 25.77624
H 8.57292 -9.51062 24.18957
C 13.59022 -4.53380 7.45884
O 12.36774 -3.90148 7.77311
C 11.27883 -4.61644 8.33979
C 11.37580 -4.67223 9.88324
N 12.34472 -5.70118 10.34905
C 12.37990 -5.66077 11.82570
C 13.24619 -6.92728 12.03444
O 12.34772 -7.97531 12.22847
C 12.96413 -9.22207 12.46243
H 14.47547 -3.98596 7.13589
H 13.37209 -5.14830 6.58540
H 13.87849 -5.18256 8.28595
H 11.30914 -5.63234 7.94593
H 10.34023 -4.18223 7.99545
H 10.38051 -4.78805 10.31228
H 11.70873 -3.70136 10.25019
H 12.09974 -6.65380 10.11968
H 11.33588 -5.70674 12.13557
H 12.89593 -4.73758 12.08940
H 13.86927 -6.84929 12.92539
H 13.96865 -7.03214 11.22502
H 13.21059 -9.68415 11.50648
H 12.24426 -9.81440 13.02726
H 13.86551 -9.10917 13.06482
N 8.17178 -5.17896 18.71283
C 8.97930 -6.08659 18.70132
N 8.28961 -7.26148 18.68736
O 10.18060 -5.95444 18.46033
H 7.20804 -5.34874 18.96277
H 8.62041 -4.27521 18.66726
H 7.33401 -7.15117 18.99522
H 8.88075 -8.07879 18.73877
N 15.53779 -5.18111 16.87818
C 14.89741 -4.37103 15.98434
N 13.70896 -4.03011 16.32753
O 15.37438 -3.99163 14.84590
H 16.43673 -5.61043 16.71178
H 14.98089 -5.48344 17.66467
H 13.28653 -3.39948 15.66122
H 13.35886 -4.33580 17.22424
N 7.98597 -4.71072 7.29474
C 7.60043 -5.93588 7.12441
N 7.99546 -6.53686 6.00686
O 7.05051 -6.64015 7.93198
H 7.45063 -4.13267 7.92669
H 8.75564 -4.30608 6.78094
H 7.79413 -7.51378 5.84813
H 8.28638 -5.91645 5.26487
N 13.95266 -11.67694 14.51449
C 14.48653 -12.01815 15.62839
N 14.22826 -11.13819 16.55454
O 15.19052 -12.97088 15.75343
H 13.36905 -10.86097 14.39748
H 14.15319 -12.30663 13.75069
H 13.54219 -10.40801 16.42707
H 14.69504 -11.27218 17.44012
N 8.05671 -12.03161 9.93349
C 6.81492 -11.90347 9.63427
N 6.24597 -10.79901 10.10405
O 6.20530 -12.68683 8.92052
H 8.63943 -11.31278 10.33824
H 8.42660 -12.94912 9.72986
H 6.74707 -10.24073 10.78031
H 5.24601 -10.83448 9.96649
N 4.53700 -7.84403 7.89899
C 3.67823 -7.93112 8.88110
N 4.23429 -7.43569 9.98657
O 2.50563 -8.13279 8.69741
H 4.25788 -8.26764 7.02564
H 5.44389 -7.40942 7.99259
H 3.72000 -7.32654 10.84895
H 5.20025 -7.16138 9.87801
*
```

Properties
Kohn-Sham gap, eV: 8.28
Relative energy (zero: lowest compared OMol25 entry of this formula, charge and spin), kJ/mol: 858.45
HOMO energy, hartree: -0.3090
SMILES string: COCCNCCOC.COCCNCCOC.COCCNCCOC.COCCNCCOC.COCCNCCOC.COCCNCCOC.NC(N)=O.NC(N)=O.NC(N)=O.NC(N)=O.NC(N)=O.NC(N)=O



2.
Density functional theory data (the ωB97M-V functional and the def2-TZVPD basis) for 5 unconnected molecules or ions with the total composition C12H32ClN4O4 at a distorted geometry.

Geometry as ORCA input:
```
! RIJCOSX wB97M-V def2-TZVPD def2/J DEFGRID3
* xyz 3 1
C 1.56852 2.32843 -2.05620
C 1.67835 3.12466 -0.79087
O 2.52544 3.88116 -0.48818
N 0.65212 2.79371 0.26762
H 0.27386 1.83830 0.11809
H 1.14460 2.80920 1.16616
C -0.44386 3.82914 0.31777
H 0.79680 2.68712 -2.73992
H 1.41333 1.27889 -1.79384
H 2.50912 2.43940 -2.59191
H -1.09948 3.55622 1.13717
H -1.00605 3.76324 -0.60907
H 0.04409 4.78895 0.43846
C -3.66951 0.15589 0.42871
C -4.29542 -1.20354 0.48923
O -3.84343 -2.20111 0.91625
N -5.74575 -1.28302 0.01158
H -6.10369 -2.22201 0.24169
H -6.33663 -0.69533 0.62239
C -6.01289 -0.92930 -1.41639
H -3.43643 0.49243 -0.58359
H -2.69019 0.12618 0.91142
H -4.33885 0.84303 0.95194
H -5.73551 0.09961 -1.61013
H -7.06086 -1.12315 -1.62254
H -5.41285 -1.58834 -2.04161
C 4.93485 1.00238 2.54245
C 3.48405 1.08607 2.22501
O 2.92108 1.93709 1.61275
N 2.62382 -0.09133 2.60227
H 1.78019 0.02436 1.97569
H 3.08966 -0.97088 2.37776
C 2.17486 -0.01370 4.02822
H 5.21353 -0.04135 2.72241
H 5.12618 1.47059 3.51250
H 5.50579 1.44462 1.73703
H 1.77072 -0.96136 4.35646
H 1.45752 0.79899 4.08191
H 3.03331 0.27003 4.63695
C 2.36683 -3.10022 -1.35472
C 1.03726 -3.58737 -1.77069
O 0.32652 -4.37643 -1.27139
N 0.47143 -2.89227 -3.02865
H 1.20668 -2.61792 -3.68880
H -0.09857 -3.58061 -3.53427
C -0.36840 -1.70699 -2.66730
H 2.78287 -3.75347 -0.59660
H 2.31956 -2.04846 -1.06226
H 3.07240 -3.11177 -2.19891
H -1.18051 -2.07005 -2.04578
H -0.74127 -1.28388 -3.59573
H 0.22065 -0.99542 -2.09867
Cl 0.09419 -0.42042 0.82812
*
```

Properties
Kohn-Sham gap, eV: 10.14
Relative energy (zero: lowest compared OMol25 entry of this formula, charge and spin), kJ/mol: 0.00
HOMO energy, hartree: -0.6488